# C4H14NO7

A 5-piece molecular cluster, C4H14NO7 overall (wB97M-V/def2-TZVPD, the Open Molecules 2025 dataset).

XYZ file:
```
26
Properties=species:S:1:pos:R:3:forces:R:3:lowdin_charge:R:1
H -2.089 -1.443 -0.501 -0.0604 -0.1534 -0.5938 0.104
H 3.350 1.802 -1.451 0.1245 0.0976 -0.0687 0.033
O -2.356 -2.166 2.574 0.1935 0.4214 -0.8373 0.028
C -0.337 -0.024 -0.676 -1.0532 -1.1251 -0.4530 -0.641
H 0.792 -2.945 -0.274 -0.0306 -0.0421 0.1014 0.067
H 1.946 1.472 -0.975 -0.3749 0.1962 0.0112 0.018
H 0.382 -1.705 1.384 -0.9475 0.7239 -0.0200 0.135
H 1.086 3.851 -1.250 -0.0714 0.2529 -0.3906 -0.002
H -2.011 -0.203 0.692 0.4188 -0.4089 0.6368 0.118
H 1.275 3.433 0.111 0.0934 0.0958 0.4168 0.012
C -0.579 -1.955 0.882 -0.8914 -1.8635 0.3059 -0.347
C -1.456 -2.639 1.910 -0.4594 0.2610 2.0234 -0.236
H 1.580 -0.168 0.907 0.5147 0.1349 1.0679 -0.018
O -0.442 0.015 -1.911 0.1459 -0.3810 0.2425 -0.038
O 2.232 -0.473 1.637 0.0278 -0.4347 -1.0312 -0.136
O 1.148 4.251 -0.380 -0.2797 0.1813 0.2600 -0.090
H -1.873 1.931 -1.532 0.0482 -0.9095 -0.0261 0.011
H 2.873 -1.009 1.142 -0.1448 0.2530 0.3651 0.018
C -1.394 -0.917 0.134 1.7747 1.7063 -0.6250 -0.054
N -0.160 -3.104 0.039 0.9365 0.1577 -0.6367 0.033
H -1.206 -3.673 2.176 0.4768 -0.4175 -0.5073 0.105
H -0.664 -3.230 -0.833 -0.4601 0.3462 0.1968 0.072
O 2.486 2.206 -1.338 0.2294 -0.8063 -0.0995 -0.074
H -0.622 1.953 -2.505 -0.2297 -0.9435 0.4006 0.013
O 0.543 0.539 0.031 0.0621 0.2037 -0.2729 -0.071
O -1.249 2.467 -1.997 -0.0432 2.4537 -0.4663 -0.060
```
Forces are in eV/Å.

Properties
* E_LUMO: 3.2 eV
* Kohn-Sham gap: 9.05 eV
* total charge: -1

---

# C58H49ClNO7P2Pd

C58H49ClNO7P2Pd as an isolated structure (wB97M-V/def2-TZVPD, the Open Molecules 2025 dataset).

XYZ file:
```
119
Properties=species:S:1:pos:R:3:forces:R:3:lowdin_charge:R:1
O -1.750 3.267 -1.162 0.1354 2.2725 -3.4468 -0.227
N 1.453 1.836 5.634 0.7428 -0.4054 -0.2167 -0.061
C -0.419 1.337 7.038 1.7164 -0.0926 -0.8997 -0.699
C -4.135 0.300 1.484 -0.1544 -0.0378 -0.0780 -0.075
H 0.968 4.516 -4.640 0.1600 -0.0795 -0.0540 0.100
H -6.306 2.363 -2.433 -0.0847 -0.1471 -0.1530 0.108
C -4.844 4.210 0.608 -0.1901 0.0825 -0.0729 -0.075
C -1.120 0.748 1.468 -0.7477 -0.5464 0.3579 -0.348
H -3.029 -2.442 -0.171 0.1883 -0.1780 -0.1180 0.088
C 2.654 -3.880 -4.102 -0.0521 -0.4949 -0.0550 -0.076
H -0.693 -2.515 -5.014 0.1853 -0.1669 -0.0770 0.097
C 5.373 0.983 3.887 0.0545 -0.0597 0.0222 -0.056
C 1.137 -5.920 0.510 0.0688 -0.2320 0.0816 -0.106
H -7.618 4.106 -1.289 -0.2152 0.0110 -0.1279 0.092
C -4.596 2.567 -1.156 -1.4955 0.8153 0.4254 -0.277
H -0.562 -5.094 -2.380 -0.2248 -0.0769 0.0869 0.116
C -5.901 2.882 -1.580 1.1318 -0.5663 -0.2549 -0.014
H 4.899 1.912 3.628 -0.1279 0.1969 -0.0882 0.095
P -2.252 1.851 -1.820 4.2390 -5.9679 5.2473 0.876
H 4.930 -1.749 5.794 -0.1882 0.0062 0.0995 0.103
C -5.956 -1.121 0.861 -0.8511 -0.0027 -0.0715 -0.168
H 0.004 -0.371 -4.023 0.1522 0.1129 -0.0573 0.093
O 1.738 -0.467 -2.364 2.7057 -1.1660 0.5513 -0.253
H -2.051 2.712 6.984 -0.1250 0.0566 -0.0299 0.069
C 5.409 -1.075 5.102 -0.1660 -0.1765 0.1839 -0.036
H -4.770 -1.301 -4.797 -0.2036 -0.0083 0.0079 0.098
O -3.870 1.603 -1.849 -1.1914 2.5329 -0.4089 -0.184
O -0.162 -2.518 -2.101 2.8404 -1.4018 -0.9788 -0.174
Cl -1.174 0.279 8.181 -0.0764 -0.1418 0.1884 0.615
C 3.431 0.372 5.406 -0.8608 1.7240 -0.4279 -0.460
H -5.446 -2.888 -0.229 -0.0945 -0.2467 -0.0904 0.081
C 6.632 -1.384 4.550 0.0343 -0.0107 0.0091 -0.110
C 2.306 -5.213 -4.155 0.2616 -0.2359 -0.2236 -0.106
C 0.829 1.034 6.553 -1.4939 -0.6871 1.4070 -0.078
C -1.732 6.157 -3.470 0.1416 0.1654 -0.2529 -0.106
C -0.214 3.899 -2.982 -0.4780 -0.4535 1.0409 -0.028
H 6.625 -0.595 -0.366 0.1749 -0.0217 0.0884 0.095
C -3.346 0.104 -4.078 0.7631 0.9821 0.1535 -0.030
C -1.986 0.385 -3.847 -0.0135 -0.7877 -0.7092 -0.287
H 3.133 2.264 4.448 -0.2877 0.3197 -0.1347 0.070
C 7.226 -0.509 3.664 0.5079 -0.2878 -0.1698 -0.140
H 3.544 -3.530 -4.600 0.1530 0.0982 -0.0369 0.101
H 8.180 -0.752 3.228 0.2662 -0.0478 -0.1279 0.080
C -5.069 -2.010 0.272 0.2054 -0.0845 0.0689 -0.141
C -0.029 -5.182 0.576 0.2027 -0.2176 0.0057 -0.087
H 0.353 3.003 -2.798 0.1591 -0.1156 0.1564 0.101
C -3.212 -0.625 0.953 1.3904 0.2615 0.2518 -0.257
C -1.072 2.477 6.597 -1.9822 0.5068 0.8081 -0.200
H -0.904 -3.254 0.446 -0.2685 0.2276 0.0783 0.092
H -6.671 5.317 0.626 -0.1253 0.0701 0.0870 0.091
H 0.874 -6.692 -3.590 -0.0745 -0.1712 0.0379 0.099
C -3.725 -1.096 -4.633 0.1135 -0.2845 -0.1005 -0.087
H 3.252 -5.860 0.230 0.2041 -0.0831 0.0467 0.098
H -0.401 6.503 -5.108 0.0496 0.1339 -0.0750 0.090
H 3.328 -3.406 -0.023 0.3074 0.1180 0.0112 0.116
H 2.106 -1.953 -3.418 0.0743 -0.2014 -0.3210 0.063
H 4.751 0.105 1.064 -0.0465 0.0305 0.1585 0.100
C 3.033 -0.459 -1.816 2.0105 0.2861 -0.1411 -0.281
C 4.574 -0.159 0.033 0.2677 -0.0174 -0.0964 -0.052
C 3.299 -0.109 -0.479 -0.9333 0.1902 -0.7576 -0.015
C 2.713 1.539 5.117 1.2907 -0.5846 -0.3204 -0.051
C -0.453 3.290 5.668 1.1150 -0.2565 -0.4076 -0.124
C -2.076 5.328 -2.428 0.0919 -1.1813 0.5859 -0.015
H 7.123 -2.306 4.812 0.1272 -0.2326 0.0456 0.087
C 2.399 -3.915 0.164 -0.6158 1.2089 -0.2587 -0.003
C -2.774 -2.041 -4.967 -0.0982 -0.2529 -0.1111 -0.100
H 3.965 -1.024 -3.663 -0.0053 -0.0635 -0.2903 0.102
C -1.341 4.154 -2.176 0.3472 1.6814 -0.5999 -0.280
C -1.795 -0.445 1.035 -0.7902 -0.4810 1.1634 -0.252
C 1.148 -5.651 -3.539 0.0186 0.0351 -0.1226 -0.089
H 2.929 -5.909 -4.693 0.1183 -0.1741 -0.0612 0.091
C -3.718 -1.775 0.318 -0.4479 0.0031 -0.0425 -0.074
H -3.078 -2.993 -5.372 -0.0501 -0.1555 -0.0938 0.092
P 0.677 -1.290 -1.417 -6.6638 7.2974 2.7174 0.851
H -3.118 2.993 0.324 -0.2055 -0.0078 0.3999 0.088
C -1.433 -1.773 -4.767 -0.1832 -0.0738 -0.2001 -0.095
H -0.954 4.174 5.312 0.0529 0.1595 -0.1577 0.090
C 0.009 -3.816 0.422 0.4948 1.3127 -0.0803 -0.015
C -0.644 5.865 -4.273 0.0255 0.1956 -0.1777 -0.115
H 1.331 0.145 6.891 0.3054 0.1256 -0.2954 0.091
H -4.080 0.845 -3.811 -0.0554 -0.1192 -0.1369 0.096
H 1.103 -6.991 0.635 0.0171 -0.1772 -0.0199 0.093
H -2.939 5.529 -1.817 -0.2100 0.0770 0.1787 0.108
C 0.121 4.744 -4.015 -0.1327 0.1837 -0.0823 -0.087
H -1.702 1.603 1.807 0.1045 -0.0773 -0.0278 0.084
C -5.485 0.048 1.438 0.0818 -0.0648 -0.1165 -0.133
C 5.627 -0.547 -0.772 0.2924 -0.0769 0.0312 -0.098
H 0.836 -0.097 1.320 -0.1125 0.2578 0.6331 0.009
C 6.595 0.672 3.335 -0.0616 0.2518 -0.1097 -0.131
C 1.225 -3.141 0.203 0.5836 -1.5800 0.8581 -0.262
H 0.803 1.698 1.774 -0.1745 -0.1305 0.0854 0.026
C 0.677 -3.401 -2.781 0.2968 -1.8254 -0.9431 -0.295
O 2.986 -0.476 6.197 0.0618 -2.1189 1.2440 -0.091
C -6.628 3.862 -0.943 -0.1065 0.1367 0.1983 -0.108
C 0.260 0.815 1.450 1.2323 0.3533 0.1590 -0.159
C 5.406 -0.860 -2.100 0.2797 0.0966 0.1506 -0.104
H -1.184 -1.324 0.832 -0.2151 0.1133 0.3920 0.045
C 1.854 -2.991 -3.428 -0.8325 0.3249 0.2787 -0.038
H 1.285 3.588 4.472 0.2371 -0.1417 -0.1178 0.096
O -1.529 1.571 -3.261 -1.8382 0.7775 -2.4043 -0.225
H 7.059 1.353 2.643 0.1346 0.2046 -0.1985 0.089
H -7.015 -1.329 0.850 -0.2118 -0.0059 -0.0634 0.065
C 4.136 -0.799 -2.624 -1.3874 0.1162 0.1292 -0.037
H -2.324 7.034 -3.673 -0.1484 0.1946 -0.0046 0.093
Pd -0.652 0.538 -0.579 -0.3543 -0.4299 -2.3536 0.358
C 2.346 -5.283 0.303 -0.0590 -0.2680 -0.0050 -0.091
H -4.437 4.711 1.471 0.1172 0.0466 0.1424 0.107
H -0.973 -5.678 0.738 -0.1722 0.0065 0.0416 0.106
C 0.793 2.964 5.198 -1.0062 1.2004 -0.1606 -0.096
C 4.757 0.108 4.779 -0.2160 0.4918 -0.1434 -0.147
C -4.102 3.244 -0.029 0.2323 -0.9314 -0.3133 -0.055
H 6.230 -1.149 -2.733 0.1325 -0.0258 -0.1290 0.093
O 1.303 -1.744 0.029 0.5788 -3.5888 -1.2804 -0.225
C -6.102 4.536 0.143 -0.1948 0.2159 0.0635 -0.113
H 2.479 0.204 0.140 -0.1383 0.2230 0.1444 0.079
C -1.034 -0.577 -4.224 -0.2614 1.1497 0.5278 -0.030
H -6.185 0.768 1.835 -0.1083 0.1201 0.1580 0.089
C 0.334 -4.762 -2.874 -0.2729 1.0125 0.5425 -0.012
H -3.779 1.201 1.952 0.1050 0.1533 0.1508 0.087
```
Forces are in eV/Å.

Properties
* E_LUMO (spin up / spin down): 3.7 / 3.7 eV
* 2S+1: 2
* Kohn-Sham gap (spin up / spin down): 3.15 / 3.24 eV
* total charge: -2

---

| no. | maximum force (Eh/bohr) | total energy (eV) |
| --- | --- | --- |
| 1 | 0.049 | -20199.6872 |
| 2 | 0.199 | -111339.6112 |